[1]
C26H42BrF6N4O8S3ScSi | ωB97M-V/def2-TZVPD

```
! RIJCOSX wB97M-V def2-TZVPD def2/J DEFGRID3
* xyz 0 1
Sc 0.7288 -0.3781 -0.4487
C -0.1891 -5.2022 2.9050
C -1.1517 -4.0735 2.5664
N -0.7194 -2.7670 3.0749
C -1.2405 -2.3277 4.3775
C -0.3161 -2.6800 5.5332
C 0.1341 -1.9989 2.4124
S 0.8069 -2.5544 0.9149
N 0.5361 -0.8612 3.0304
C 0.6076 0.2681 2.3983
O 0.0774 0.4683 1.2313
C 1.2956 1.4149 3.0366
C 2.0597 1.2315 4.1852
C 2.7275 2.3057 4.7478
C 2.6300 3.5656 4.1703
C 1.8671 3.7503 3.0257
C 1.2040 2.6756 2.4560
H -0.5654 -6.1362 2.4878
H -0.0832 -5.3300 3.9818
H 0.7938 -5.0114 2.4768
H -2.1336 -4.2658 2.9979
H -1.2743 -3.9907 1.4880
H -2.2144 -2.8005 4.5007
H -1.3970 -1.2528 4.3362
H -0.1891 -3.7572 5.6309
H -0.7350 -2.3031 6.4664
H 0.6608 -2.2228 5.3852
H 2.1271 0.2439 4.6202
H 3.3286 2.1622 5.6358
H 3.1529 4.4035 4.6126
H 1.7921 4.7318 2.5754
H 0.6165 2.7996 1.5562
O 4.2355 0.3619 -1.3677
N 3.1914 -0.0413 -0.9784
O 2.3968 -0.7455 -1.7098
O 2.7168 0.2318 0.1719
F -4.2652 -0.4019 0.2202
C -3.6306 -1.2920 -0.5369
F -2.9861 -2.1407 0.2587
F -4.5207 -1.9542 -1.2586
S -2.4191 -0.3829 -1.6538
O -1.1190 -0.8956 -1.1525
O -2.6586 1.0035 -1.4254
N -2.6697 -0.8004 -3.1133
S -2.2204 -2.2375 -3.6712
O -2.4033 -3.2815 -2.7099
O -2.7061 -2.3645 -5.0025
C -0.3546 -2.0886 -3.8501
F 0.2660 -2.6858 -2.8289
F 0.0426 -0.8092 -3.8785
F 0.0294 -2.6701 -4.9754
C -0.7514 4.6499 -0.0980
C -1.0472 4.9357 -1.5788
C -2.4797 4.4409 -1.8263
C -1.0289 6.4572 -1.8173
Si 0.2274 4.1050 -2.7442
Br 0.7213 2.0612 -1.6936
C -0.4457 3.5922 -4.4549
C -1.0577 4.8257 -5.1445
C 0.6723 3.0457 -5.3538
C -1.5177 2.4969 -4.3546
C 1.9735 4.9044 -2.7470
C 1.9778 6.0984 -3.7187
C 2.3678 5.4008 -1.3472
C 3.0897 3.9408 -3.1840
H -1.4448 5.2342 0.5146
H 0.2602 4.9154 0.2028
H -0.9167 3.5973 0.1331
H -3.1366 4.9275 -1.0987
H -2.5719 3.3644 -1.6849
H -2.8512 4.6990 -2.8160
H -1.8104 6.9135 -1.2026
H -1.2430 6.7159 -2.8561
H -0.0849 6.9212 -1.5389
H -0.3365 5.6332 -5.2785
H -1.9172 5.2219 -4.6065
H -1.4067 4.5315 -6.1388
H 1.4018 3.8096 -5.6218
H 0.2242 2.6831 -6.2831
H 1.1960 2.2055 -4.8947
H -2.4083 2.8115 -3.8182
H -1.1408 1.5974 -3.8743
H -1.8235 2.2195 -5.3677
H 1.1948 6.8271 -3.5084
H 1.8738 5.7762 -4.7547
H 2.9382 6.6158 -3.6356
H 1.7208 6.1920 -0.9738
H 3.3825 5.8067 -1.3969
H 2.3797 4.5866 -0.6197
H 2.9404 3.5315 -4.1796
H 3.2138 3.1127 -2.4894
H 4.0313 4.4981 -3.1960
*
```

Energy (a.u.): -7255.01374
Energy above the lowest of the compared OMol25 structures with the same formula, charge and spin (kJ/mol): 40.7
Frontier orbital gap (eV): 8.819

---

[2]
C26H42Cl3FeN4O4Si | ωB97M-V/def2-TZVPD

```
! RIJCOSX wB97M-V def2-TZVPD def2/J DEFGRID3
* xyz 0 6
C 2.5930 2.7082 -4.0103
C 1.2391 2.6099 -3.3934
H 2.5940 3.3715 -4.8868
H 2.9324 1.7015 -4.2962
H 3.3146 3.1146 -3.2793
C 0.1843 3.3167 -3.8384
C 0.2399 4.4159 -4.8600
H -0.8222 3.0312 -3.4758
H 0.4576 4.0039 -5.8569
H 0.9757 5.2164 -4.6628
H -0.7533 4.8978 -4.8764
Fe 1.1701 -1.5799 2.5151
Cl 2.7944 -1.2943 3.8580
Cl 0.7308 -3.6467 2.0179
H -0.5762 -5.4722 6.5363
H 1.9965 -5.3528 6.3114
C -0.5248 -4.9258 5.5802
C 1.9078 -4.5509 5.5574
N 0.5740 -3.9876 5.6119
H -1.4675 -4.3913 5.4402
C 0.3647 -2.6657 5.7868
O -0.7375 -2.1206 5.7083
H 2.6372 -3.7609 5.7849
H 1.3036 -2.1077 5.9920
H -0.3676 -5.6676 4.7804
H 2.1056 -4.9793 4.5573
H -0.7720 -1.6907 -4.4375
H -1.4684 0.9149 -4.2623
C -1.4210 -1.9248 -3.5893
C -2.3522 0.2641 -4.3776
N -2.3323 -0.8229 -3.3920
H -0.8372 -2.0460 -2.6664
C -3.0784 -0.8389 -2.2416
O -3.0457 -1.7601 -1.4233
H -3.2608 0.8606 -4.2239
H -3.7103 0.0688 -2.1279
H -1.9609 -2.8698 -3.7416
H -2.3417 -0.1585 -5.3909
O 1.2815 0.3276 -2.3181
C 1.2031 1.7010 -2.1229
C -1.2373 1.5630 -1.4440
C 0.0009 2.1737 -1.2804
H -1.2517 0.6137 -1.9813
C -2.3746 2.1749 -0.9243
H 2.1477 2.0028 -1.6288
C 0.1410 3.2806 -0.4446
H -3.3457 1.7120 -1.0628
C -2.2618 3.3391 -0.1652
C -0.9965 3.8655 0.1154
H 1.1552 3.6250 -0.2051
H -3.1537 3.8156 0.2371
H -0.8973 4.7197 0.7826
Si 2.4806 -1.1938 -1.4338
Cl 1.1230 -0.4714 0.6290
C 1.6091 -2.5928 -2.2651
C 3.6736 -2.2776 -0.2369
C 3.5781 -0.1379 -2.4421
H 0.6924 -2.1883 -2.6761
H 1.3311 -3.4324 -1.6149
H 2.1798 -2.9878 -3.1200
H 3.1595 0.0071 -3.4446
H 4.5365 -0.6444 -2.5741
H 3.7407 0.8288 -1.9555
H 3.9414 -1.7703 0.7023
H 4.6332 -2.5069 -0.7479
H 3.2369 -3.2582 0.0467
N -2.6202 3.1997 4.4718
C -1.5726 2.7609 3.7027
O -0.6863 3.5267 3.3320
C -1.6412 1.2932 3.2844
C -2.6335 0.9145 2.3704
C -2.5898 -0.3424 1.8000
C -1.5730 -1.1876 2.1665
N -0.5656 -0.8168 3.0063
C -0.6649 0.3749 3.6632
H -2.5626 4.1460 4.8359
H -3.2918 2.5522 4.8625
H -3.3953 1.6365 2.0820
H -3.3288 -0.6537 1.0551
H -1.5270 -2.1788 1.7429
H 0.0407 0.6054 4.4718
*
```

Energy (a.u.): -4469.73507
Energy above the lowest of the compared OMol25 structures with the same formula, charge and spin (kJ/mol): 341.7
Frontier orbital gap (alpha / beta) (eV): 7.490 / 5.904
Expectation value of S²: 8.764

---

[3]
C26H42Cl8N6 | ωB97M-V/def2-TZVPD

```
! RIJCOSX wB97M-V def2-TZVPD def2/J DEFGRID3
* xyz 0 1
C -3.0148 3.5746 3.2367
C -3.0584 4.9691 2.6418
C -3.5447 5.9377 3.7477
C -4.0119 7.2571 3.4014
N -4.3235 8.2615 2.9936
H -2.2430 3.5151 3.9928
H -2.6174 2.9096 2.4459
H -3.9874 3.2081 3.6599
H -3.7521 4.9683 1.8543
H -2.0920 5.2646 2.3097
H -2.7603 6.0848 4.4989
H -4.4176 5.4300 4.2764
C -5.1139 3.2203 -2.3608
C -4.5407 3.9906 -1.1915
C -3.7452 3.0303 -0.3343
C -2.6338 2.3076 -1.0023
N -1.7190 1.6849 -1.3555
H -5.7029 3.8436 -2.9632
H -5.8507 2.4618 -2.0417
H -4.3544 2.6784 -2.9306
H -5.3367 4.4370 -0.5802
H -3.9826 4.7798 -1.5311
H -4.3768 2.1706 -0.0427
H -3.2475 3.4429 0.5888
C 4.1885 -2.1947 3.8734
C 3.1147 -1.8953 2.8781
C 3.7169 -1.5481 1.4571
C 4.1475 -2.8194 0.7658
N 4.4158 -3.8713 0.4503
H 5.0894 -1.5573 3.7533
H 4.5404 -3.2109 3.6976
H 3.8416 -2.1353 4.9253
H 2.4220 -1.1491 3.2069
H 2.4557 -2.7701 2.6237
H 4.5818 -0.8362 1.6271
H 2.9955 -1.1430 0.7979
C -0.5069 -6.0225 -1.9101
C 0.1938 -6.5478 -0.7202
C 1.3219 -5.7348 -0.1959
C 1.0744 -4.3627 0.2795
N 0.9261 -3.3270 0.7938
H -0.8306 -4.9699 -1.8001
H -1.4244 -6.6352 -2.0557
H 0.0873 -6.1151 -2.7871
H 0.6009 -7.5628 -0.9507
H -0.5539 -6.7228 0.0503
H 2.1150 -5.6771 -0.9674
H 1.8766 -6.2733 0.6323
C 0.8848 -0.2373 -0.2430
C 0.6861 0.8977 0.7725
C 0.9695 2.2990 0.1924
C 0.6975 3.4233 1.1522
N 0.4158 4.2829 1.8712
H 0.8613 -1.1712 0.3911
H 1.8093 -0.2317 -0.7886
H 0.1152 -0.1488 -0.9547
H 1.3357 0.7606 1.6458
H -0.2766 0.8286 1.2789
H 0.4108 2.4776 -0.7244
H 2.0280 2.2935 -0.0280
C 3.0760 -2.5114 -4.1180
C 3.3000 -2.9087 -2.6214
C 4.6905 -2.4273 -2.1977
C 4.6448 -1.0875 -1.5613
N 4.6985 -0.0423 -1.0776
H 3.6527 -3.0290 -4.8639
H 3.2049 -1.3470 -4.1564
H 2.0238 -2.7312 -4.3940
H 3.3242 -3.9670 -2.5196
H 2.3782 -2.5238 -2.0319
H 5.3838 -2.4541 -3.0024
H 5.1412 -3.0358 -1.4222
C 1.3543 2.7318 -4.3597
Cl 2.5357 2.2189 -3.1964
Cl 2.1754 3.1289 -5.9727
Cl 0.1399 1.3785 -4.6159
Cl 0.5085 4.1458 -3.7328
C -4.3866 -1.1188 1.5323
Cl -5.2342 0.4672 1.8645
Cl -5.6459 -2.2908 1.8375
Cl -3.9281 -1.1996 -0.1882
Cl -2.9379 -1.2179 2.4928
*
```

Energy (a.u.): -5025.83133
Frontier orbital gap (eV): 11.042
SMILES: ClC(Cl)(Cl)Cl.ClC(Cl)(Cl)Cl.CCCC#N.CCCC#N.CCCC#N.CCCC#N.CCCC#N.CCCC#N